No. 1
Density functional theory data (ωB97M-V with the def2-TZVPD basis set) for one molecule with the formula C25H30N4O4 at a distorted geometry.

The geometry in XYZ format:
```
63
Properties=species:S:1:pos:R:3:forces:R:3
O -2.6297 1.8395 0.2161 0.0337 0.1711 -0.0933
O -3.5266 -3.3506 -2.7438 -0.0676 0.3483 0.1483
O -4.5813 -2.1261 2.5749 -0.0275 -0.0473 0.3652
O -1.4250 -3.7755 -2.0545 0.0236 0.2843 0.1256
N -4.1898 -1.8493 0.3797 -0.1327 -0.2375 -0.2364
N -1.3877 -0.8811 2.0882 0.3981 -0.8271 0.5223
N -2.1861 0.0497 1.5413 -0.1838 0.5240 -0.3986
N 1.6645 1.3728 -0.3541 -0.3610 -0.1440 0.0336
C 3.6975 2.7051 -0.0287 0.0358 0.0156 -0.0047
C -1.8026 1.0577 0.6718 -0.1032 0.1027 -0.0474
C 3.1598 3.3691 1.0659 -0.0063 -0.0455 -0.0871
C -0.3929 1.0377 0.3772 0.7138 -0.1232 -0.0323
C -4.1558 -1.4395 1.6672 -0.0075 0.3539 0.0848
C -3.7503 -1.1269 -0.7890 0.3356 0.2142 -0.1881
C -1.7178 -4.8156 -2.9604 -0.0707 -0.2421 -0.1415
C 6.2382 4.8583 2.6884 -0.0053 0.0674 -0.0276
C 3.9811 4.0530 1.9425 0.0505 0.0022 -0.0383
C -2.4502 -1.7266 -1.3286 -0.2061 -0.3420 -0.2540
C -4.4804 -3.2374 0.0915 -0.0112 -0.3963 0.2336
C -3.5747 -0.0526 1.9488 -0.2674 0.0015 0.2347
C 5.8879 3.4347 0.6485 -0.0137 0.0458 0.0479
C -2.6538 -3.2114 -1.6379 0.1482 0.2387 0.5198
C 5.3560 4.0972 1.7476 0.0086 -0.0466 -0.0140
C 3.0123 -0.4258 0.7452 0.0175 0.1020 -0.0944
C -0.0281 3.0189 -1.2344 0.0562 0.0281 -0.0581
C 0.3879 1.8475 -0.4236 -0.6395 0.0298 0.0809
C -3.2096 -3.9338 -0.3955 -0.0357 0.1938 -0.4256
C 2.8085 1.9611 -0.9997 0.3644 0.2353 -0.1821
C 0.4652 0.0438 0.9502 0.0650 0.7262 -0.5351
C -3.1538 -4.5161 -3.4422 0.0722 -0.3221 -0.1513
C -0.1304 -0.9079 1.8209 -0.1655 -0.0681 0.0874
C 1.7385 0.2878 0.4758 -0.2154 -0.4934 0.4293
C 5.0706 2.7445 -0.2272 -0.1564 -0.0050 -0.0524
H 2.8387 -1.2143 1.4715 0.0348 -0.0613 0.0307
H -3.6462 0.0964 3.0303 -0.0235 -0.0524 -0.1970
H -4.1292 0.7354 1.4336 0.0917 -0.1461 0.0883
H 0.5162 3.9190 -0.9469 0.0211 0.0951 -0.0337
H -4.8491 -3.7021 1.0070 -0.0260 0.0561 -0.1920
H 6.9548 3.4538 0.4789 0.1172 -0.0052 0.0030
H -1.0902 3.1795 -1.0676 0.0014 0.0343 -0.0215
H -2.4462 -3.9054 0.3831 -0.0021 -0.0263 0.0397
H 3.4088 -0.8783 -0.1653 0.0818 -0.0773 -0.0032
H 7.2490 4.4577 2.6845 0.0728 0.0102 0.0516
H -3.6296 -0.0661 -0.5835 -0.0935 -0.0265 -0.0132
H -1.6565 -5.7913 -2.4628 0.0056 0.0728 -0.0910
H -1.6449 -1.6476 -0.5989 0.0219 0.0493 0.0812
H 0.1333 2.8416 -2.2988 -0.0003 0.0581 -0.0724
H 0.4339 -1.6932 2.3001 0.0308 -0.1164 0.0832
H -3.2054 -4.2982 -4.5111 -0.0108 -0.0746 0.0827
H 3.5469 4.5599 2.7920 -0.0405 0.0488 0.1050
H -3.8360 -5.3432 -3.2097 0.0726 0.0675 -0.0641
H -3.4249 -4.9751 -0.6379 0.0263 -0.0929 -0.0199
H 2.4520 2.6529 -1.7687 -0.0008 -0.1874 0.0408
H 3.3865 1.1745 -1.4960 -0.1013 0.1119 -0.0010
H 6.2882 5.9047 2.3855 0.0558 0.0706 0.0488
H -4.5212 -1.2392 -1.5601 0.0133 0.1152 0.0687
H -0.9823 -4.7757 -3.7663 -0.0688 -0.0666 0.0524
H 5.8461 4.8219 3.7022 0.0345 0.0203 0.0828
H -5.2494 -3.2882 -0.6860 -0.0031 -0.0141 0.0741
H 2.0943 3.3447 1.2429 -0.1372 -0.0416 0.0284
H 5.5043 2.2298 -1.0731 0.0528 -0.0835 -0.0872
H -2.1491 -1.2131 -2.2411 0.0462 -0.0320 -0.0671
H 3.7657 0.2568 1.1401 0.0808 -0.0506 0.0506
```
Forces are in eV/Å.

Computed properties:
Net charge: 0
Kohn-Sham gap, hartree: 0.3085
ΔE to the lowest compared entry with this formula, charge and spin, kJ/mol: 108.4
Electronic energy, Ha: -1490.6697

***

No. 2
Density functional theory data (ωB97M-V with the def2-TZVPD basis set) for one molecule with the formula C17H19NO2 at a distorted geometry.

The geometry in XYZ format:
```
39
Properties=species:S:1:pos:R:3:forces:R:3
O 1.5647 5.5080 -3.6042 0.4520 0.5082 -0.5057
O 0.7262 4.1946 -5.7763 0.4516 0.1908 0.5339
N -0.6422 -2.5037 2.9201 0.3456 0.2001 0.2128
C 0.1277 -1.3991 3.5034 0.6862 -0.8433 -0.0347
C -1.8612 -4.8589 1.9654 -0.3204 -0.4491 0.2089
C -2.5944 -3.9680 2.9799 1.3692 0.7059 0.0004
C 0.2326 2.2802 -4.4422 -0.1151 -0.7976 0.5544
C 0.1553 -3.3761 2.0407 -0.2718 0.8676 -0.0877
C -0.7790 -4.1327 1.1570 -0.6171 -0.4304 -1.1049
C 0.3261 -0.3770 2.4759 -0.0431 -0.4417 0.4552
C 0.1612 1.6720 -3.1576 -0.5543 -0.5863 -1.6260
C 1.0505 4.2638 -3.4064 0.0059 -0.0924 1.0403
C 0.3554 1.1569 0.3512 -0.0288 -0.1850 -0.7351
C 0.8668 3.7098 -2.1488 -0.1472 -0.5546 -0.4655
C 0.4396 2.3720 -2.0062 0.2012 0.6023 -0.4066
C 2.4825 5.9909 -2.6350 -0.8886 0.3578 1.3745
C 0.3561 0.3656 1.5403 0.0240 1.6580 -2.3713
C -1.5419 -3.2193 3.8316 -0.2303 0.2306 -0.0296
C 0.6768 3.5865 -4.5591 -0.4574 -0.8633 -0.4453
C 0.3431 1.6920 -0.7579 0.2357 -0.6454 2.8174
H 1.9090 6.1327 -1.6778 0.8333 -0.0049 -0.6716
H -3.1846 -3.2022 2.4771 -0.1415 -0.0872 -0.0978
H -2.0148 -2.4930 4.5248 0.1228 -0.2023 -0.5886
H -0.1682 0.6248 -3.0512 0.2300 0.6439 -0.2728
H -1.4060 -5.7073 2.5337 -0.1976 0.4954 -0.4451
H 2.8572 6.9649 -2.9403 -0.2011 -0.0571 -0.2853
H 3.3385 5.3333 -2.4596 -0.2453 -0.2323 -0.1473
H -1.0282 -3.9241 4.5059 0.2344 -0.1546 -0.1888
H -2.6191 -5.2816 1.2939 0.2701 -0.1219 0.0308
H 0.8204 -2.8079 1.3665 -0.2616 0.2538 0.6178
H -0.1636 -4.8855 0.6102 -0.5967 0.4776 0.0496
H 1.1300 -1.7771 3.8695 -0.7926 0.5347 -0.0554
H 0.7923 -4.0842 2.5659 0.2174 -0.1590 0.6306
H 1.0095 4.3175 -1.2894 0.3361 0.2138 0.6124
H 1.1945 5.0303 -5.6059 -0.1735 -0.0454 -0.3200
H -3.2260 -4.5657 3.6130 -0.3832 -0.2465 0.2568
H -1.2391 -3.4080 0.4164 0.4168 -0.8885 0.7561
H -0.0294 1.7181 -5.3573 0.1652 0.3932 0.6959
H -0.4188 -0.9424 4.3329 0.0700 -0.2448 0.0377
```
Forces are in eV/Å.

Computed properties:
Net charge: 0
Kohn-Sham gap, hartree: 0.3223
ΔE to the lowest compared entry with this formula, charge and spin, kJ/mol: 579.2
Electronic energy, Ha: -864.2778

***

No. 3
Density functional theory data (ωB97M-V with the def2-TZVPD basis set) for one molecule with the formula C3H4N2O.

The geometry in XYZ format:
```
10
Properties=species:S:1:pos:R:3:forces:R:3
O -0.3830 1.6412 1.0964 0.5316 0.2086 -0.4895
N 1.2660 0.1276 -1.5403 0.0342 -0.0542 0.0555
N 0.3848 1.4822 0.1899 -0.3233 0.1014 0.3736
C 0.3896 0.1543 -0.4576 -0.0781 -0.1835 0.1851
C -1.3537 -0.8662 1.0085 0.1158 -0.1506 -0.1519
C -0.4354 -0.7055 0.0896 -0.1474 0.3538 0.1663
H 1.6223 -0.7902 -1.7672 -0.0412 0.1242 0.0507
H 2.0082 0.8091 -1.4290 -0.0858 -0.1117 -0.0582
H -2.3985 -0.6458 0.7995 0.0548 -0.1759 -0.0058
H -1.1003 -1.2067 2.0102 -0.0606 -0.1121 -0.1259
```
Forces are in eV/Å.

Computed properties:
Net charge: 0
Kohn-Sham gap, hartree: 0.3086
ΔE to the lowest compared entry with this formula, charge and spin, kJ/mol: 468.8
Electronic energy, Ha: -301.3087

***

No. 4
Density functional theory data (ωB97M-V with the def2-TZVPD basis set) for C7H6IN4 as an isolated structure at a distorted geometry.

The geometry in XYZ format:
```
18
Properties=species:S:1:pos:R:3:forces:R:3
I 0.6327 -3.6135 1.6530 -0.2571 0.7765 0.0259
N 0.5875 -0.9040 -2.7029 0.7094 -2.1011 -0.0323
N -0.6709 2.3001 1.0802 -0.7879 0.9252 -1.2122
N 0.1632 -1.5886 1.3408 1.2419 -1.1560 -1.5916
N -0.4463 0.4617 2.2501 0.4394 -0.0393 -0.8431
C 0.1405 0.2633 -0.1073 -0.3719 -0.5291 -1.0443
C 0.3500 0.4160 -2.5805 -0.2332 -0.7190 3.5562
C 0.7047 -1.7917 -1.8732 -1.0906 3.5777 2.6669
C -0.3289 1.0098 0.9874 -0.5269 0.3044 2.9967
C -0.1622 -0.7852 2.3944 0.1782 1.1424 -3.9679
C 0.3894 -1.1194 0.0365 -0.7326 1.1188 -0.6763
C 0.1087 0.9595 -1.3845 1.0745 -3.0071 0.1245
H -0.2076 -1.1802 3.3143 -0.1533 -1.7520 3.1958
H -0.1758 1.9268 -1.3842 -0.6782 3.1228 0.1087
H 0.2573 0.9634 -3.4070 -0.1867 1.8888 -3.3665
H -1.0021 2.9027 0.3236 0.6498 -0.6440 0.0590
H 0.7381 -2.8091 -1.9040 0.4054 -2.5620 -0.0183
H -1.0782 2.5883 1.9635 0.3197 -0.3473 0.0188
```
Forces are in eV/Å.

Computed properties:
Net charge: +1
Kohn-Sham gap, hartree: 0.3025
Electronic energy, Ha: -786.7006

***

Which formula does entry 3 have?
C3H4N2O